Run 1
{
  "formula": "CH10NO4",
  "method": "ωB97M-V/def2-TZVPD",
  "e_lumo_ev": 3.922,
  "total_charge": -1,
  "gap_ev": 8.2036,
  "species": ["N", "C", "O", "H", "H", "H", "H", "H", "H", "O", "H", "H", "O", "H", "H", "O"],
  "xyz": [[-1.07, 2.24, 1.20], [-0.45, 0.95, 1.60], [0.32, 0.40, 0.52], [-0.27, 2.86, 1.25], [-1.49, 2.19, 0.28], [0.22, 1.17, 2.43], [-1.15, 0.14, 1.86], [0.55, -0.55, -2.42], [1.23, -0.30, -3.81], [0.43, -0.14, -3.29], [1.12, -0.67, 0.21], [1.59, -2.23, -0.18], [1.91, -1.32, -0.16], [-0.75, -0.86, 0.29], [-0.77, -2.24, -0.06], [-1.44, -1.62, 0.27]]
}

***

Run 2
{
  "formula": "CH10NO4",
  "method": "ωB97M-V/def2-TZVPD",
  "e_lumo_ev": 3.651,
  "total_charge": -1,
  "gap_ev": 7.5034,
  "species": ["N", "C", "O", "H", "H", "H", "H", "H", "H", "O", "H", "H", "O", "H", "H", "O"],
  "xyz": [[1.23, 1.09, 1.48], [1.12, 0.29, 0.23], [0.89, 1.04, -0.89], [1.98, 1.78, 1.48], [0.33, 1.49, 1.70], [2.14, -0.16, 0.16], [0.34, -0.47, 0.34], [-0.97, -0.51, -3.07], [-1.26, 0.59, -3.94], [-0.75, -0.20, -3.97], [-0.88, -2.23, 3.18], [0.23, -3.04, 3.57], [-0.75, -3.03, 3.69], [-0.40, 1.07, -1.03], [-1.72, 1.21, -1.91], [-1.53, 1.08, -1.00]]
}

***

Relative energies, unit kcal/mol: run 1 0.0; run 2 6.3

***

Run 1
{
  "formula": "C2H5N3O",
  "method": "ωB97M-V/def2-TZVPD",
  "e_lumo_ev": 0.487,
  "total_charge": 0,
  "gap_ev": 10.7136,
  "smiles": "[H]/N=C\\NC(N)=O",
  "species": ["H", "N", "C", "N", "C", "N", "O", "H", "H", "H", "H"],
  "xyz": [[-2.34, -1.30, 0.23], [-2.51, -0.21, -0.22], [-1.42, 0.38, -0.05], [-0.27, -0.47, 0.48], [0.95, 0.10, 0.06], [1.89, -0.79, -0.27], [1.06, 1.38, 0.06], [-1.34, 1.42, -0.49], [-0.41, -1.41, 0.15], [2.78, -0.45, -0.14], [1.90, -1.85, -0.19]]
}

***

Run 2
{
  "formula": "C2H5N3O",
  "method": "ωB97M-V/def2-TZVPD",
  "e_lumo_ev": -0.180,
  "total_charge": 0,
  "gap_ev": 9.5175,
  "species": ["C", "C", "H", "H", "H", "H", "H", "N", "N", "N", "O"],
  "xyz": [[-0.65, 0.03, -0.73], [-0.33, -0.80, 0.41], [0.45, 1.86, 0.76], [1.38, 2.37, -1.03], [-1.69, -0.08, -1.04], [1.39, -1.41, 1.47], [1.67, -0.07, 0.06], [1.03, 1.54, -0.39], [-0.15, 1.14, -1.19], [1.00, -0.79, 0.75], [-1.31, -1.41, 0.94]]
}

***

Relative energies, unit kcal/mol: run 1 0.0; run 2 54.3